No. 1
DFT (ωB97M-V with the def2-TZVPD basis set) results for an isolated molecule of C23H29FN2O4.

The geometry in ORCA input format:
```
! wB97M-V def2-TZVPD RIJCOSX def2/J DEFGRID3
* xyz 0 1
C -0.070 -3.333 2.411
H -0.824 -3.499 1.637
H -0.538 -3.419 3.391
H 0.722 -4.077 2.311
O 0.441 -2.018 2.366
C 1.256 -1.604 1.363
C 1.749 -0.307 1.544
C 2.561 0.285 0.602
C 2.966 -0.434 -0.518
C 2.505 -1.727 -0.708
C 1.611 -2.313 0.212
O 1.136 -3.595 -0.014
C 0.277 -3.729 -1.128
H -0.611 -3.093 -1.019
H -0.026 -4.774 -1.143
H 0.785 -3.483 -2.063
O 2.846 -2.507 -1.774
C 3.846 -2.047 -2.650
H 3.519 -1.164 -3.210
H 4.025 -2.866 -3.345
H 4.772 -1.816 -2.115
H 3.632 0.031 -1.225
C 3.020 1.703 0.795
O 4.082 1.974 1.322
N 2.161 2.650 0.342
C 2.473 4.041 0.587
H 1.650 4.533 1.105
H 3.363 4.068 1.214
H 2.683 4.567 -0.346
C 0.904 2.317 -0.298
C 0.595 3.169 -1.531
C -0.673 2.618 -2.183
C -1.822 2.585 -1.164
N -1.506 1.878 0.062
C -1.539 0.428 -0.044
C -2.951 -0.043 -0.258
C -3.906 0.122 0.740
C -5.219 -0.277 0.578
C -5.603 -0.861 -0.616
C -4.674 -1.042 -1.626
C -3.363 -0.634 -1.444
H -2.642 -0.777 -2.237
H -4.969 -1.500 -2.557
H -6.626 -1.175 -0.756
H -5.921 -0.128 1.384
F -3.543 0.673 1.914
H -1.171 0.027 0.905
H -0.901 0.028 -0.851
C -0.301 2.402 0.664
H -0.093 1.849 1.580
H -0.494 3.446 0.928
H -2.708 2.127 -1.609
H -2.078 3.612 -0.884
H -0.962 3.238 -3.033
H -0.482 1.610 -2.557
H 0.427 4.208 -1.240
H 1.430 3.138 -2.234
H 0.989 1.277 -0.626
H 1.464 0.216 2.443
*
```

Values from the calculation:
Highest occupied orbital energy, eV: -8.1719
HOMO-LUMO gap, eV: 8.7
Maximum force, eV/A: 0.74
SMILES: COc1cc(C(=O)N(C)[C@@H]2CCCN(Cc3ccccc3F)C2)cc(OC)c1OC


No. 2
DFT (ωB97M-V with the def2-TZVPD basis set) results for the ion C6H16N2 with charge +1.

The geometry in ORCA input format:
```
! wB97M-V def2-TZVPD RIJCOSX def2/J DEFGRID3
* xyz 1 2
N 1.237 3.019 -0.344
C 0.987 1.975 0.710
C -0.237 1.109 0.328
N 0.237 -0.358 0.751
C -0.459 -0.801 1.990
C 0.610 -1.017 -1.695
C -0.118 -1.365 -0.363
C -1.586 -1.727 -0.732
H 1.889 3.747 -0.283
H 1.305 2.543 -1.175
H 0.875 2.325 1.743
H 1.839 1.304 0.780
H -0.345 1.007 -0.797
H -1.126 1.542 0.682
H -0.392 -1.921 2.281
H 0.260 -0.396 2.812
H -1.472 -0.345 2.209
H 0.465 -1.916 -2.305
H 1.586 -0.885 -1.653
H 0.231 -0.232 -2.355
H 0.354 -2.348 -0.073
H -1.955 -1.231 -1.676
H -2.328 -1.279 -0.098
H -1.858 -2.747 -0.737
*
```

Values from the calculation:
Highest occupied orbital energy (spin up / spin down), eV: -13.2034 / -12.9205
HOMO-LUMO gap (spin up / spin down), eV: 10.7 / 5.0
<S²>: 0.755
Maximum force, eV/A: 7.28


Short version: relative energy (zero: lowest compared OMol25 entry of this formula, charge and spin) = 2.9854 2.9207 eV, in the order given.
Short version: calculated total energy = -38208.293 -9450.760 eV, in the order given.